Below is a molecular structure, C22H27MnNO2P2, with properties calculated with ωB97M-V with the def2-TZVPD basis set.

Last column: Löwdin spin population.
Cartesian coordinates (Å):
C (-1.74734, -3.37196, -1.67080)  0.04
C (-0.94902, -2.24161, -1.68062)  0.09
C (-1.58276, -0.95124, -1.38230)  -0.01
C (-2.69162, -0.96979, -0.44316)  0.02
C (-3.40652, -2.20173, -0.34147)  0.08
C (-3.02076, -3.30623, -1.05920)  0.05
C (-3.15862, 0.19787, 0.12853)  0.12
C (-2.53133, 1.37725, -0.27513)  0.02
C (-1.43452, 1.33345, -1.21519)  -0.01
C (-0.63896, 2.55070, -1.38879)  0.13
C (-1.26387, 3.76029, -1.15695)  0.03
C (-2.54742, 3.78894, -0.54999)  0.08
C (-3.06054, 2.64853, 0.00197)  0.10
H (-1.41677, -4.31323, -2.11954)  0.00
H (-4.34285, -2.13234, 0.21832)  0.00
H (-3.70819, -4.16733, -1.13078)  0.00
H (-3.67120, 0.17609, 1.15411)  0.00
H (-0.82933, 4.71372, -1.47379)  0.00
H (-3.09141, 4.71451, -0.43732)  0.00
H (-4.00388, 2.61393, 0.56486)  0.00
N (-1.14202, 0.21291, -1.95090)  0.20
Mn (0.96030, -0.04000, 1.09638)  1.70
C (0.55570, -2.23505, -1.82360)  0.03
H (0.85427, -1.42000, -2.53217)  0.01
H (0.94129, -3.20806, -2.17979)  0.00
C (0.83116, 2.38952, -1.66641)  0.03
H (0.99480, 1.65147, -2.49705)  0.01
H (1.34131, 3.34452, -1.91625)  0.00
P (1.31397, -1.84893, -0.17312)  0.03
P (1.64300, 1.63680, -0.14671)  0.03
C (1.95693, 3.12583, 0.86891)  0.00
H (2.71583, 2.87079, 1.61988)  0.00
H (2.31167, 3.94895, 0.24552)  0.00
H (1.02043, 3.38157, 1.37777)  0.00
C (3.31464, 1.30262, -0.86693)  0.01
H (3.80844, 2.24820, -1.09767)  0.00
H (3.90333, 0.75296, -0.12535)  0.00
H (3.19850, 0.70067, -1.77382)  0.00
C (0.92599, -3.38518, 0.76928)  -0.01
H (1.22438, -4.24400, 0.16487)  0.00
H (1.49347, -3.36440, 1.70585)  0.00
H (-0.14954, -3.41054, 0.97013)  0.00
C (3.07638, -2.10695, -0.56716)  0.02
H (3.68433, -1.91230, 0.32718)  0.00
H (3.21339, -3.15155, -0.87064)  0.00
H (3.39760, -1.44545, -1.38155)  0.00
C (2.34380, -0.24685, 2.17811)  0.01
O (3.42266, -0.34458, 2.63303)  0.01
H (-0.46948, 0.02251, 1.56869)  0.03
C (-0.65543, -0.31539, 3.59567)  0.01
C (-0.32193, 0.64395, 2.48895)  0.03
O (-0.25481, 1.91724, 2.67507)  0.09
H (-0.48342, -1.31855, 3.22071)  0.00
H (-1.71081, -0.21444, 3.79743)  0.00
H (-0.16323, -0.15813, 4.52293)  0.00

## Properties
Total charge: +2
Multiplicity: 4
LUMO (spin up / spin down) in eV: -7.8 / -9.8
HOMO-LUMO gap (spin up / spin down) in eV: 6.813 / 5.015
ΔE to the lowest compared entry with this formula, charge and spin in kJ/mol: 0.0